Formula: C54H89F2NO11S2
Source: the Open Molecules 2025 dataset
Level of theory: ωB97M-V/def2-TZVPD

```
159
C54H89F2NO11S2 | the Open Molecules 2025 dataset | ωB97M-V/def2-TZVPD
C 7.23 6.57 3.04
C 6.82 5.93 2.08
C 5.97 5.40 0.86
C 6.01 6.40 -0.37
C 5.15 7.76 -0.14
C 4.25 7.73 1.13
C 3.52 7.74 2.12
O 5.88 5.84 -1.67
C 4.83 4.92 -1.89
C 3.41 5.21 -1.24
C 2.19 4.40 -1.94
C 1.19 3.86 -0.79
S 1.57 2.06 -0.55
C 0.24 1.23 0.38
S 0.68 0.46 1.79
N -1.13 1.26 -0.17
C -2.16 1.28 0.87
C -3.31 0.30 0.94
C -4.28 0.48 2.08
C -4.17 1.57 3.11
C -3.03 2.56 3.03
C -2.06 2.39 1.90
C -1.27 0.14 -1.11
C -1.05 -1.31 -0.79
C -1.24 -2.38 -1.84
C -1.63 -2.03 -3.26
C -1.81 -0.58 -3.56
C -1.66 0.50 -2.53
C 4.58 4.95 -3.50
C 3.95 6.32 -3.98
F 5.92 4.91 -4.06
C 5.22 3.37 -1.62
F 4.66 2.89 -0.37
O 6.64 3.17 -1.68
C 6.78 1.79 -2.15
C 8.22 1.19 -1.86
C 8.38 1.02 -0.28
C 8.99 -0.44 0.05
C 7.77 -1.49 0.21
C 7.24 -1.36 1.70
C 5.91 -2.17 2.01
C 4.65 -1.21 2.20
C 4.25 -0.68 0.73
H 7.52 7.11 3.98
H 6.48 4.42 0.56
H 4.94 5.12 1.23
H 7.09 6.80 -0.34
H 4.49 7.96 -1.05
H 5.84 8.67 -0.08
H 2.84 8.11 2.94
H 3.15 6.31 -1.38
H 3.31 5.00 -0.14
H 1.59 5.09 -2.61
H 2.55 3.47 -2.47
H 1.30 4.42 0.18
H 0.11 3.95 -1.12
H -3.43 -0.53 0.19
H -5.14 -0.24 2.13
H -4.92 1.66 3.94
H -2.90 3.39 3.79
H -1.20 3.12 1.83
H -0.75 -1.63 0.25
H -1.06 -3.48 -1.63
H -1.78 -2.78 -4.08
H -2.08 -0.22 -4.61
H -1.82 1.60 -2.77
H 4.06 4.03 -3.87
H 2.90 6.25 -4.39
H 4.61 6.71 -4.83
H 4.03 7.11 -3.16
H 4.78 2.68 -2.41
H 6.05 1.14 -1.56
H 6.51 1.66 -3.25
H 9.02 1.82 -2.35
H 8.22 0.13 -2.30
H 7.32 1.00 0.16
H 9.01 1.87 0.10
H 9.58 -0.36 1.01
H 9.60 -0.76 -0.84
H 6.99 -1.20 -0.58
H 8.10 -2.54 -0.06
H 8.09 -1.70 2.37
H 7.08 -0.25 1.92
H 5.68 -2.84 1.13
H 6.05 -2.77 2.96
H 3.78 -1.69 2.73
H 4.90 -0.26 2.80
H 3.68 -1.50 0.21
H 3.61 0.25 0.87
H 5.15 -0.37 0.13
C 2.69 -2.33 -10.00
O 1.54 -1.53 -9.76
C 0.32 -2.27 -9.75
C -0.57 -1.86 -8.59
O -0.09 -2.22 -7.29
C 1.08 -1.57 -6.82
C 0.95 -0.07 -6.55
O 0.79 0.66 -7.76
C -0.23 1.64 -7.70
H 2.84 -2.45 -11.07
H 3.55 -1.81 -9.57
H 2.61 -3.31 -9.52
H 0.50 -3.35 -9.71
H -0.20 -2.04 -10.69
H -1.52 -2.40 -8.70
H -0.83 -0.80 -8.62
H 1.93 -1.78 -7.46
H 1.31 -2.05 -5.86
H 1.86 0.29 -6.06
H 0.10 0.10 -5.87
H -1.12 1.27 -7.18
H -0.51 1.89 -8.72
H 0.15 2.54 -7.20
C -7.02 0.05 9.99
O -6.59 -0.99 9.13
C -7.41 -2.15 9.18
C -7.72 -2.68 7.78
O -8.56 -1.86 6.98
C -8.04 -0.60 6.55
C -6.87 -0.68 5.57
O -5.70 -1.17 6.21
C -5.01 -2.14 5.44
H -6.61 -0.10 10.99
H -6.64 1.00 9.59
H -8.11 0.12 10.03
H -8.35 -1.96 9.71
H -6.85 -2.91 9.73
H -8.27 -3.62 7.91
H -6.81 -2.94 7.24
H -7.81 0.04 7.40
H -8.87 -0.11 6.03
H -6.64 0.33 5.20
H -7.16 -1.29 4.71
H -5.70 -2.83 4.95
H -4.37 -2.71 6.10
H -4.40 -1.63 4.69
C -5.76 -5.44 -0.64
O -6.79 -5.60 0.32
C -7.50 -6.82 0.21
C -7.70 -7.48 1.57
O -6.51 -7.97 2.20
C -5.55 -7.01 2.64
C -6.00 -6.10 3.77
O -7.01 -5.19 3.35
C -8.09 -5.07 4.26
H -6.18 -5.02 -1.57
H -5.03 -4.74 -0.24
H -5.24 -6.38 -0.85
H -6.98 -7.53 -0.46
H -8.48 -6.59 -0.22
H -8.32 -8.37 1.41
H -8.26 -6.84 2.25
H -5.17 -6.44 1.79
H -4.71 -7.59 3.01
H -5.15 -5.50 4.11
H -6.35 -6.71 4.61
H -8.39 -6.04 4.66
H -8.94 -4.65 3.72
H -7.81 -4.39 5.08
```

**F_max**: 4.37 eV/Å
**Net charge**: 0
**E**: -108540.7378 eV
**SMILES**: C#CCC(CC#C)O[C@](CCCSC(=S)N(c1ccccc1)c1ccccc1)([C@H](F)OCCCCCCCCC)[C@@H](C)F.COCCOCCOC.COCCOCCOC.COCCOCCOC
**LUMO energy**: -0.820 eV